Density functional theory data (ωB97M-V with the def2-TZVPD basis set) for an isolated ion of composition C8H8N5 and charge +1 in a non-equilibrium geometry.

Its energy above the lowest of the compared OMol25 structures with the same formula, charge and spin is 333.5 kJ/mol. For the LUMO energy (alpha / beta), the calculation gives -5.0 / -5.0 eV. The HOMO energy (alpha / beta) is -12.108 / -12.109 eV. Its total energy is -15863.4493 eV. As for the HOMO-LUMO gap (alpha / beta): 7.10 / 7.10 eV.

```
! wB97M-V def2-TZVPD RIJCOSX def2/J DEFGRID3
* xyz 1 1
C -0.02 -0.61 0.34
C 0.04 -0.93 -0.99
C 0.46 -0.33 -2.20
C 0.29 1.84 2.99
C 0.30 3.01 2.26
C 0.18 0.64 2.32
C 0.19 2.88 0.87
C -0.50 -2.68 -2.74
N -0.15 -0.58 -3.24
N -0.74 -1.58 -3.66
N 0.10 0.61 0.97
N 0.09 1.72 0.27
N -0.14 -2.25 -1.39
H -0.22 -1.43 1.02
H 0.36 1.84 4.07
H 0.38 3.98 2.72
H 0.17 -0.31 2.85
H 0.17 3.73 0.21
H -1.47 -3.21 -2.72
H 0.26 -3.37 -3.14
H 0.26 -2.98 -0.82
*
```

Atom charges from the natural (NBO) analysis, given in e for atoms 1 to 5: number 1, C, carries -0.165; number 2, C, carries 0.165; number 3, C, carries 0.206; number 4, C, carries -0.171; number 5, C, carries -0.165

Density functional theory data (ωB97M-V with the def2-TZVPD basis set) for a 2-piece molecular cluster, C6H9NO2S2 overall in a non-equilibrium geometry.

Its energy above the lowest of the compared OMol25 structures with the same formula, charge and spin is 215.0 kJ/mol. For the LUMO energy, the calculation gives -0.1 eV. The HOMO energy is -8.340 eV. Its total energy is -33620.3970 eV. As for the HOMO-LUMO gap: 8.21 eV. As for the SMILES: C/N=C/c1cccs1.OSO.

```
! wB97M-V def2-TZVPD RIJCOSX def2/J DEFGRID3
* xyz 0 1
C -0.22 -2.28 -0.90
N -0.02 -1.05 -0.15
C 1.24 -0.69 -0.06
C 1.66 0.34 0.86
C 0.82 1.25 1.53
C 1.55 2.11 2.39
C 2.89 2.00 2.18
S 3.28 0.90 1.01
H 0.34 -2.15 -1.84
H 0.37 -3.12 -0.45
H -1.33 -2.64 -0.94
H 1.96 -1.26 -0.61
H -0.17 1.34 1.33
H 1.02 2.71 3.15
H 3.38 2.70 2.80
O -3.36 -0.52 -0.06
S -3.90 0.63 -1.10
O -4.32 1.97 -0.26
H -2.31 -0.44 0.17
H -3.72 2.75 -0.35
*
```

Atom charges from the natural (NBO) analysis, given in e for atoms 1 to 5: number 1, C, carries -0.462; number 2, N, carries -0.433; number 3, C, carries 0.091; number 4, C, carries -0.306; number 5, C, carries -0.183

Density functional theory data (ωB97M-V with the def2-TZVPD basis set) for C17H21F6IrN5O6S5 as an isolated structure in a non-equilibrium geometry.

As for the expectation value of S²: 0.866. For the LUMO energy (alpha / beta), the calculation gives -8.2 / -8.9 eV. The HOMO energy (alpha / beta) is -14.220 / -14.136 eV. Its total energy is -111006.1930 eV. As for the HOMO-LUMO gap (alpha / beta): 6.04 / 5.21 eV.

```
! wB97M-V def2-TZVPD RIJCOSX def2/J DEFGRID3
* xyz 2 2
Ir -0.18 0.11 -0.27
O 0.13 0.52 4.40
C -0.55 -0.55 4.76
C -0.66 -0.83 6.14
C -1.39 -1.91 6.57
C -2.01 -2.76 5.65
C -1.89 -2.53 4.29
C -1.17 -1.43 3.82
C -0.98 -1.19 2.40
O -0.35 -0.16 1.98
N -1.44 -2.10 1.54
N -1.11 -1.95 0.28
C -1.66 -2.75 -0.61
S -2.97 -3.80 -0.18
C -3.42 -4.19 -1.90
C -2.18 -4.14 -2.77
S -1.07 -2.78 -2.23
H 0.03 0.67 3.43
H -0.17 -0.16 6.83
H -1.50 -2.09 7.63
H -2.57 -3.61 6.01
H -2.36 -3.19 3.58
H -4.16 -3.46 -2.22
H -3.87 -5.19 -1.91
H -2.44 -3.94 -3.81
H -1.60 -5.07 -2.73
F 0.42 2.54 -3.58
C -0.55 1.84 -4.15
F -1.57 2.60 -4.48
F -0.07 1.25 -5.23
S -1.01 0.45 -2.98
O 0.29 -0.01 -2.46
O -1.75 -0.54 -3.67
N -1.84 0.95 -1.72
S -1.70 2.38 -1.04
O -0.86 2.24 0.14
O -1.39 3.42 -1.94
C -3.47 2.51 -0.44
F -3.76 1.33 0.12
F -3.69 3.45 0.46
F -4.25 2.68 -1.49
C 3.89 -3.28 1.18
C 2.51 -2.73 1.48
N 2.58 -1.53 2.30
C 2.52 -0.28 1.85
S 2.29 0.02 0.13
N 2.68 0.74 2.67
C 2.62 2.14 2.31
C 4.03 2.73 2.19
H 3.80 -4.18 0.58
H 4.42 -3.53 2.09
H 4.48 -2.55 0.62
H 1.92 -3.47 2.04
H 1.98 -2.47 0.56
H 2.87 -1.68 3.26
H 2.92 0.56 3.64
H 2.06 2.66 3.09
H 2.08 2.24 1.37
H 4.56 2.64 3.13
H 3.95 3.78 1.94
H 4.59 2.22 1.42
*
```

Atom charges from the natural (NBO) analysis, given in e for atoms 1 to 5: number 1, Ir, carries 1.198; number 2, O, carries -0.639; number 3, C, carries 0.397; number 4, C, carries -0.285; number 5, C, carries -0.086

Density functional theory data (ωB97M-V with the def2-TZVPD basis set) for a 6-piece molecular cluster, C57H69N5O25PSi overall in a non-equilibrium geometry.

For the LUMO energy, the calculation gives -2.8 eV. The HOMO energy is -10.205 eV. Its total energy is -136024.5520 eV. As for the HOMO-LUMO gap: 7.45 eV.

```
! wB97M-V def2-TZVPD RIJCOSX def2/J DEFGRID3
* xyz 1 1
C 4.57 -1.79 1.26
C 5.42 -0.69 0.54
C 5.27 0.59 1.39
C 6.89 -1.18 0.61
C 4.85 -0.60 -0.91
C 5.16 0.67 -1.73
C 4.93 0.30 -3.23
C 6.63 1.17 -1.64
C 4.23 1.86 -1.44
C 4.53 3.10 -1.98
C 3.76 4.21 -1.75
C 2.63 4.13 -0.96
O 1.93 5.30 -0.73
C 0.53 5.18 -0.86
C -0.11 5.74 0.43
O -1.53 5.78 0.34
C -2.17 4.62 0.81
C -2.73 3.87 -0.43
N -3.73 2.85 -0.07
C -3.39 1.58 -0.13
N -4.43 0.82 0.19
C -5.42 1.67 0.47
N -6.61 1.23 0.87
C -7.74 2.04 1.25
C -7.48 2.68 2.66
O -6.85 2.09 3.51
C -6.79 -0.25 0.92
C -6.13 -0.91 2.16
O -5.12 -1.83 1.71
Si -5.69 -3.39 1.39
C -6.39 -4.28 2.89
C -4.19 -4.39 0.83
C -6.96 -3.50 0.01
N -5.04 2.99 0.30
P -5.95 4.55 0.48
N -6.91 4.63 -0.96
O -4.94 5.81 0.33
C 2.33 2.91 -0.43
C 3.09 1.79 -0.67
H 4.60 -2.68 0.62
H 4.94 -1.98 2.27
H 3.53 -1.46 1.28
H 5.89 0.46 2.29
H 4.23 0.68 1.71
H 5.61 1.51 0.90
H 7.55 -0.30 0.52
H 7.13 -1.93 -0.14
H 7.06 -1.59 1.61
H 5.28 -1.45 -1.46
H 3.77 -0.78 -0.89
H 3.95 -0.18 -3.37
H 5.68 -0.47 -3.47
H 5.11 1.15 -3.89
H 7.36 0.36 -1.53
H 6.86 1.67 -2.58
H 6.79 1.92 -0.86
H 5.41 3.26 -2.60
H 4.07 5.16 -2.19
H 0.18 4.17 -1.11
H 0.19 5.83 -1.68
H 0.24 6.78 0.51
H 0.26 5.18 1.30
H -1.49 3.95 1.37
H -2.96 4.91 1.51
H -1.88 3.36 -0.87
H -3.07 4.57 -1.19
H -2.40 1.23 -0.39
H -8.00 2.83 0.53
H -8.66 1.46 1.38
H -7.91 3.68 2.87
H -6.48 -0.71 -0.01
H -7.86 -0.44 0.99
H -5.67 -0.18 2.83
H -6.84 -1.50 2.76
H -5.63 -4.35 3.68
H -7.35 -3.90 3.25
H -6.58 -5.31 2.56
H -4.60 -5.20 0.22
H -3.62 -4.78 1.67
H -3.58 -3.79 0.13
H -6.96 -4.50 -0.45
H -6.80 -2.80 -0.82
H -7.99 -3.32 0.35
H -7.11 3.67 -1.25
H -6.38 5.02 -1.74
H -5.25 6.35 -0.42
H 1.44 2.84 0.20
H 2.78 0.86 -0.22
C 4.47 6.31 4.91
C 3.85 5.23 4.41
C 3.32 5.21 3.01
O 2.78 4.19 2.61
C 3.47 6.40 2.20
C 4.09 7.48 2.69
C 4.64 7.50 4.09
O 5.21 8.50 4.48
O 4.25 8.60 1.99
O 3.67 4.12 5.13
H 4.86 6.33 5.92
H 3.07 6.38 1.19
H 4.72 9.22 2.58
H 3.21 3.50 4.54
C -5.16 -7.64 -2.55
C -5.66 -8.58 -3.36
C -5.86 -8.31 -4.83
O -6.29 -9.20 -5.53
C -5.53 -6.99 -5.34
C -5.04 -6.05 -4.52
C -4.81 -6.33 -3.06
O -4.34 -5.44 -2.37
O -4.72 -4.83 -4.94
O -6.00 -9.78 -2.93
H -5.01 -7.81 -1.49
H -5.69 -6.80 -6.40
H -4.39 -4.36 -4.15
H -6.34 -10.27 -3.71
C 10.19 6.80 7.84
C 9.24 6.37 7.01
C 7.78 6.46 7.36
O 6.96 6.07 6.55
C 7.43 7.01 8.66
C 8.38 7.43 9.50
C 9.84 7.37 9.13
O 10.65 7.79 9.93
O 8.10 7.94 10.70
O 9.52 5.84 5.82
H 11.25 6.74 7.59
H 6.38 7.05 8.91
H 8.96 8.17 11.10
H 8.66 5.62 5.42
C 7.40 -1.82 -6.72
C 8.27 -2.83 -6.78
C 9.63 -2.74 -6.16
O 10.37 -3.71 -6.23
C 10.01 -1.50 -5.50
C 9.14 -0.48 -5.45
C 7.77 -0.58 -6.05
O 7.02 0.37 -5.95
O 9.43 0.68 -4.86
O 7.98 -3.98 -7.39
H 6.42 -1.87 -7.16
H 11.00 -1.44 -5.07
H 8.64 1.24 -4.96
H 8.77 -4.54 -7.29
C -10.41 -9.41 -3.08
C -11.56 -9.59 -2.42
C -12.02 -10.96 -2.00
O -13.07 -11.06 -1.39
C -11.20 -12.10 -2.37
C -10.05 -11.92 -3.03
C -9.58 -10.55 -3.42
O -8.52 -10.45 -4.01
O -9.27 -12.94 -3.39
O -12.36 -8.58 -2.09
H -10.07 -8.43 -3.39
H -11.55 -13.08 -2.08
H -8.51 -12.54 -3.85
H -13.11 -8.98 -1.62
*
```

Atom charges from the Löwdin analysis, given in e for atoms 1 to 5: number 1, C, carries -0.069; number 2, C, carries -0.559; number 3, C, carries -0.047; number 4, C, carries -0.060; number 5, C, carries -0.118

Density functional theory data (ωB97M-V with the def2-TZVPD basis set) for C9H20AlBr2FIO2 as an isolated structure in a non-equilibrium geometry.

For the LUMO energy, the calculation gives 2.8 eV. The HOMO energy is -5.351 eV. Its total energy is -171256.7271 eV. As for the HOMO-LUMO gap: 8.13 eV.

```
! wB97M-V def2-TZVPD RIJCOSX def2/J DEFGRID3
* xyz -1 1
C -0.01 1.75 1.92
C 0.51 2.71 0.65
O 0.03 2.21 -0.65
Al 1.52 1.30 -1.45
F 2.81 2.56 -2.16
I 0.47 0.04 -3.53
C 2.39 -0.04 -0.16
Br 2.05 -1.93 -0.84
C 4.01 0.19 0.07
C 4.37 1.44 1.09
Br 4.67 -1.50 1.00
H -0.32 0.72 1.40
H -0.90 2.23 2.51
H 0.89 1.46 2.65
H 1.70 2.72 0.59
H 0.10 3.79 0.90
H 1.91 -0.02 0.93
H 4.58 0.28 -0.97
H 5.01 2.29 0.56
H 5.08 1.03 1.96
H 3.43 1.90 1.64
C -4.00 -0.28 -1.21
C -2.54 -0.70 -1.32
O -1.96 -1.07 -0.07
C -2.57 -2.16 0.62
C -2.55 -3.46 -0.18
H -4.10 0.55 -0.51
H -4.37 0.04 -2.19
H -4.63 -1.09 -0.86
H -1.95 0.14 -1.70
H -2.41 -1.51 -2.04
H -3.59 -1.90 0.92
H -2.00 -2.31 1.54
H -3.11 -3.38 -1.10
H -2.98 -4.27 0.41
H -1.52 -3.73 -0.44
*
```

Atom charges from the natural (NBO) analysis, given in e for atoms 1 to 5: number 1, C, carries -0.681; number 2, C, carries -0.067; number 3, O, carries -0.985; number 4, Al, carries 1.860; number 5, F, carries -0.799

Density functional theory data (ωB97M-V with the def2-TZVPD basis set) for a 2-piece molecular cluster, C2Br2Cl2S2 overall in a non-equilibrium geometry.

Its energy above the lowest of the compared OMol25 structures with the same formula, charge and spin is 14.6 kJ/mol. For the LUMO energy, the calculation gives -1.1 eV. The HOMO energy is -9.599 eV. Its total energy is -188872.6403 eV. As for the HOMO-LUMO gap: 8.46 eV. As for the SMILES: S=C(Cl)Br.S=C(Cl)Br.

```
! wB97M-V def2-TZVPD RIJCOSX def2/J DEFGRID3
* xyz 0 1
S 1.02 -1.47 0.37
C 1.83 -0.22 -0.20
Cl 1.78 0.33 -1.89
Br 2.97 0.91 0.86
S -1.80 0.35 -1.47
C -1.89 0.13 0.10
Cl -2.98 -1.07 0.78
Br -0.92 1.05 1.45
*
```

Atom charges from the natural (NBO) analysis, given in e for atoms 1 to 5: number 1, S, carries 0.182; number 2, C, carries -0.368; number 3, Cl, carries 0.055; number 4, Br, carries 0.132; number 5, S, carries 0.203